No. 1
{
  "formula": "C9H26NaO11PS2",
  "method": "ωB97M-V with the def2-TZVPD basis set",
  "multiplicity": 1,
  "gap_ev": 5.732,
  "species": ["Na", "O", "H", "O", "S", "O", "O", "C", "C", "C", "H", "H", "H", "H", "H", "H", "H", "H", "O", "S", "O", "O", "C", "C", "C", "H", "H", "H", "H", "H", "H", "H", "H", "C", "O", "P", "O", "O", "C", "O", "C", "H", "H", "H", "H", "H", "H", "H", "H", "H"],
  "coordinates": [[0.49, 5.04, 0.32], [1.53, 2.47, -0.73], [1.37, 2.75, -1.65], [-3.20, -2.66, -2.65], [-3.81, -1.31, -2.41], [-4.72, -0.66, -3.38], [-4.63, -1.35, -0.97], [-5.93, -1.87, -0.98], [-7.09, -0.96, -1.09], [-2.43, -0.20, -1.89], [-6.00, -2.43, -0.05], [-5.95, -2.61, -1.78], [-6.91, -0.32, -1.95], [-7.15, -0.46, -0.12], [-7.96, -1.61, -1.23], [-1.64, -0.38, -2.62], [-2.19, -0.40, -0.84], [-2.88, 0.78, -2.00], [3.05, -0.48, -4.98], [3.50, 0.83, -4.66], [4.44, 1.52, -5.54], [2.25, 1.91, -4.38], [1.33, 2.08, -5.48], [0.61, 3.42, -5.23], [4.35, 0.82, -3.05], [0.76, 1.16, -5.43], [1.90, 2.13, -6.41], [1.26, 3.99, -4.55], [-0.39, 3.36, -4.80], [0.53, 3.92, -6.19], [4.30, 1.80, -2.56], [5.35, 0.39, -3.15], [3.73, 0.12, -2.48], [3.90, -0.39, 6.63], [3.22, -1.45, 6.18], [1.61, -1.33, 5.77], [0.94, -0.17, 6.39], [1.11, -2.75, 6.22], [-0.25, -3.11, 6.42], [1.62, -1.36, 4.13], [2.37, -0.28, 3.63], [4.94, -0.58, 6.90], [3.17, -0.04, 7.36], [3.99, 0.33, 5.81], [-0.51, -4.00, 5.84], [-0.93, -2.34, 6.07], [-0.57, -3.35, 7.43], [2.30, 0.66, 4.17], [1.83, -0.16, 2.68], [3.37, -0.51, 3.27]],
  "nbo_charge": [0.93, -1.33, 0.40, -0.90, 2.25, -0.91, -0.71, -0.07, -0.64, -0.81, 0.18, 0.18, 0.23, 0.21, 0.22, 0.26, 0.26, 0.24, -0.92, 2.32, -0.95, -0.71, -0.08, -0.63, -0.85, 0.20, 0.19, 0.23, 0.21, 0.22, 0.27, 0.25, 0.25, -0.25, -0.80, 2.54, -1.10, -0.80, -0.25, -0.78, -0.29, 0.19, 0.20, 0.15, 0.19, 0.19, 0.19, 0.20, 0.21, 0.19]
}

No. 2
{
  "formula": "C9H27HgN4O2Si",
  "method": "ωB97M-V with the def2-TZVPD basis set",
  "multiplicity": 2,
  "de_lowest_ev": 1.605,
  "s2": 0.765,
  "gap_ev": [7.460, 3.684],
  "species": ["Hg", "C", "C", "C", "C", "N", "N", "H", "H", "H", "H", "H", "H", "H", "H", "H", "H", "H", "H", "C", "N", "C", "N", "O", "H", "H", "H", "H", "H", "H", "C", "Si", "C", "C", "O", "H", "H", "H", "H", "H", "H", "H", "H", "H"],
  "coordinates": [[-1.02, -0.48, 2.37], [2.77, -1.80, 1.06], [3.13, -0.98, -0.17], [2.74, -1.71, -1.44], [4.61, -0.73, -0.10], [2.41, 0.23, -0.23], [2.72, 1.11, 0.80], [3.31, -2.73, 1.00], [1.71, -2.05, 1.22], [3.08, -1.25, 1.99], [3.47, -2.51, -1.48], [2.89, -1.07, -2.30], [1.74, -2.13, -1.36], [5.15, -1.66, 0.08], [4.94, 0.04, 0.65], [5.09, -0.37, -1.08], [1.41, 0.01, -0.24], [1.94, 1.63, 1.19], [3.40, 1.79, 0.44], [-3.55, -1.51, 0.12], [-2.17, -1.54, -0.07], [-1.43, -2.69, -0.24], [-2.17, -3.80, -0.49], [-0.17, -2.65, -0.24], [-3.82, -0.67, 0.79], [-4.00, -2.41, 0.58], [-4.12, -1.33, -0.87], [-1.69, -0.65, -0.22], [-3.13, -3.74, -0.84], [-1.62, -4.60, -0.82], [-2.72, 2.28, -1.54], [-1.66, 2.45, 0.05], [-0.41, 3.96, 0.03], [-2.98, 2.75, 1.38], [-0.85, 1.13, 0.33], [-2.93, 3.20, -2.03], [-3.64, 1.79, -1.28], [-2.06, 1.62, -2.08], [-0.85, 4.96, -0.03], [0.24, 3.71, -0.81], [0.14, 3.91, 0.95], [-2.62, 3.18, 2.30], [-3.56, 1.88, 1.71], [-3.71, 3.43, 0.92]],
  "nbo_charge": [0.61, -0.64, 0.08, -0.61, -0.62, -0.49, -0.70, 0.20, 0.21, 0.21, 0.20, 0.21, 0.24, 0.21, 0.22, 0.20, 0.36, 0.36, 0.34, -0.43, -0.69, 0.78, -0.85, -0.68, 0.21, 0.21, 0.18, 0.46, 0.40, 0.42, -1.11, 1.85, -1.10, -1.13, -1.18, 0.24, 0.22, 0.23, 0.23, 0.23, 0.22, 0.23, 0.22, 0.23]
}

No. 3
{
  "formula": "C9H27MgN7O5",
  "method": "ωB97M-V with the def2-TZVPD basis set",
  "charge": 2,
  "multiplicity": 1,
  "gap_ev": 10.768,
  "species": ["Mg", "C", "O", "N", "N", "H", "H", "H", "H", "C", "O", "N", "N", "H", "H", "H", "H", "C", "O", "N", "N", "H", "H", "H", "H", "C", "O", "C", "C", "N", "C", "C", "O", "C", "H", "H", "H", "H", "H", "H", "H", "H", "H", "H", "H", "H", "H", "H", "H"],
  "coordinates": [[22.87, -21.83, 5.55], [20.07, -20.67, 5.85], [21.22, -20.90, 5.48], [19.66, -20.99, 7.06], [19.15, -20.14, 5.08], [19.94, -21.89, 7.43], [18.68, -20.76, 7.09], [19.34, -19.96, 4.11], [18.17, -20.07, 5.33], [22.95, -20.39, 8.23], [23.13, -21.16, 7.35], [21.77, -19.79, 8.56], [23.88, -19.92, 8.90], [21.85, -19.24, 9.40], [20.83, -20.09, 8.33], [24.75, -20.36, 8.64], [23.68, -19.24, 9.63], [24.19, -19.11, 4.82], [23.77, -20.24, 4.98], [23.72, -18.23, 3.99], [24.96, -18.63, 5.77], [23.55, -17.31, 4.35], [23.16, -18.53, 3.21], [25.30, -19.43, 6.28], [25.46, -17.75, 5.68], [22.93, -21.65, 2.55], [22.64, -22.40, 3.69], [22.18, -23.78, 3.55], [21.72, -24.24, 4.99], [22.32, -23.57, 6.14], [23.61, -24.22, 6.46], [24.74, -24.01, 5.46], [24.70, -22.59, 5.13], [25.87, -22.07, 4.41], [23.98, -21.66, 2.26], [22.60, -20.62, 2.65], [22.53, -22.01, 1.60], [22.93, -24.46, 3.15], [21.41, -23.87, 2.78], [22.00, -25.29, 4.94], [20.65, -24.04, 5.10], [21.63, -23.80, 6.85], [23.54, -25.27, 6.73], [23.98, -23.79, 7.39], [24.81, -24.66, 4.59], [25.61, -24.29, 6.05], [26.19, -21.04, 4.53], [25.75, -22.14, 3.33], [26.65, -22.80, 4.65]],
  "nbo_charge": [1.76, 0.80, -0.78, -0.82, -0.79, 0.41, 0.40, 0.43, 0.41, 0.80, -0.79, -0.84, -0.77, 0.38, 0.42, 0.42, 0.42, 0.80, -0.80, -0.81, -0.80, 0.42, 0.41, 0.41, 0.42, -0.25, -0.63, -0.08, -0.26, -0.73, -0.28, -0.09, -0.64, -0.25, 0.19, 0.19, 0.21, 0.19, 0.22, 0.22, 0.22, 0.40, 0.23, 0.23, 0.20, 0.22, 0.21, 0.19, 0.20]
}

No. 4
{
  "formula": "C9H27N3O4",
  "method": "ωB97M-V with the def2-TZVPD basis set",
  "multiplicity": 1,
  "smiles": "COC[C@H](C)N.NC(N)=O.CCO.CCO",
  "gap_ev": 9.386,
  "species": ["C", "O", "C", "C", "C", "N", "H", "H", "H", "H", "H", "H", "H", "H", "H", "H", "H", "N", "C", "N", "O", "H", "H", "H", "H", "C", "C", "O", "H", "H", "H", "H", "H", "H", "C", "C", "O", "H", "H", "H", "H", "H", "H"],
  "coordinates": [[1.51, 3.12, 0.71], [1.67, 4.02, 1.83], [3.04, 4.37, 2.07], [3.26, 5.02, 3.50], [4.79, 5.27, 3.87], [2.85, 4.08, 4.53], [2.24, 3.49, -0.02], [0.54, 3.19, 0.22], [1.71, 2.07, 0.90], [3.59, 3.43, 2.02], [3.39, 5.00, 1.25], [2.70, 5.95, 3.62], [5.38, 5.74, 3.08], [5.33, 4.32, 3.87], [4.87, 5.66, 4.88], [1.87, 3.87, 4.60], [3.36, 3.21, 4.48], [2.92, -3.97, 4.11], [1.76, -3.32, 4.22], [0.72, -4.06, 4.02], [1.69, -2.24, 4.59], [3.75, -3.46, 4.37], [2.94, -4.96, 3.89], [-0.23, -3.88, 4.30], [0.98, -5.00, 3.77], [-2.43, -3.48, -8.92], [-3.29, -2.65, -7.95], [-2.76, -2.78, -6.72], [-2.37, -4.53, -8.61], [-1.44, -3.05, -9.06], [-2.87, -3.46, -9.92], [-4.34, -2.93, -7.95], [-3.12, -1.60, -8.22], [-3.31, -2.33, -6.07], [-3.93, -2.36, -0.28], [-4.88, -1.21, -0.53], [-4.98, -0.88, -1.92], [-3.77, -2.44, 0.80], [-2.89, -2.14, -0.54], [-4.31, -3.31, -0.66], [-4.52, -0.29, -0.09], [-5.87, -1.36, -0.09], [-5.55, -0.11, -1.95]],
  "nbo_charge": [-0.25, -0.56, -0.07, -0.06, -0.62, -0.85, 0.16, 0.19, 0.17, 0.16, 0.16, 0.20, 0.21, 0.20, 0.23, 0.37, 0.35, -0.85, 0.75, -0.82, -0.64, 0.41, 0.38, 0.41, 0.36, -0.62, -0.05, -0.72, 0.21, 0.21, 0.20, 0.15, 0.15, 0.47, -0.64, -0.06, -0.72, 0.21, 0.22, 0.21, 0.15, 0.16, 0.46]
}